C6H11NO | wB97M-V/def2-TZVPD

Calculated values
**Gap between HOMO and LUMO**: 0.3783 Eh
**Spin multiplicity**: 1
**Relative energy (zero: lowest compared OMol25 entry of this formula, charge and spin)**: 28.7 kcal per mole
**Energy**: -9937.2101 eV

Geometry as XYZ:
```
19
Properties=species:S:1:pos:R:3:forces:R:3
C 0.237 0.803 2.628 2.193 -1.728 -2.760
C 0.748 0.611 1.112 -1.391 1.950 1.087
O 1.920 0.656 0.865 0.273 -0.107 -0.327
N -0.314 0.647 0.172 0.004 -1.211 -0.174
C -0.819 -0.763 0.149 -1.431 0.264 1.124
C -0.184 -1.436 -1.065 -0.474 -0.807 0.872
C 0.063 -0.320 -2.050 -0.737 0.585 -1.030
C -0.019 0.981 -1.227 1.711 0.815 -0.231
H -0.620 0.177 2.825 -0.069 -0.108 0.341
H 1.210 0.468 3.021 -0.881 0.364 1.268
H 0.014 1.843 2.736 0.010 0.554 0.243
H -1.924 -0.774 0.225 0.358 0.103 -0.735
H -0.547 -1.285 1.081 0.184 0.196 -0.299
H -0.877 -2.205 -1.435 0.384 0.145 -0.083
H 0.673 -1.942 -0.626 0.501 0.010 -0.693
H 0.940 -0.314 -2.697 0.401 -0.472 0.572
H -0.736 -0.351 -2.805 -0.137 0.148 0.317
H -0.735 1.701 -1.636 -0.181 -0.318 0.293
H 0.970 1.503 -1.273 -0.717 -0.383 0.214
```
Positions in Å, forces in eV/Å.